The following is a DFT calculation (ωB97M-V with the def2-TZVPD basis set) of a cluster of 10 separate species, C30H60O30 in total in a non-equilibrium geometry.

**HOMO level**: -10.179 eV
**Energy above the lowest of the compared OMol25 structures with the same formula, charge and spin**: 87.6 kcal per mole
**Gap between HOMO and LUMO**: 10.62 eV
**Maximum force**: 5.1 eV/Å
**Total energy**: -3436.210474 Ha

Geometry as XYZ:
```
120
C30H60O30 | OMol25 | ωB97M-V with the def2-TZVPD basis set
C 13.07 29.91 -14.14
O 13.40 28.77 -13.38
C 13.04 28.82 -12.15
O 12.31 29.63 -11.53
O 13.49 27.72 -11.62
C 13.37 27.38 -10.27
H 12.09 30.38 -14.05
H 13.11 29.53 -15.16
H 13.92 30.60 -14.10
H 14.03 26.57 -9.96
H 12.36 27.13 -9.96
H 13.75 28.19 -9.64
C 11.69 27.93 -7.17
O 11.04 28.92 -6.37
C 10.96 28.82 -5.04
O 11.36 27.88 -4.39
O 10.23 29.87 -4.63
C 9.88 29.98 -3.27
H 11.24 27.94 -8.16
H 11.60 26.92 -6.78
H 12.74 28.22 -7.25
H 9.27 30.88 -3.21
H 10.72 30.01 -2.58
H 9.30 29.16 -2.85
C 13.16 35.63 -1.88
O 12.64 34.58 -2.67
C 13.42 33.64 -3.14
O 14.68 33.59 -3.14
O 12.65 32.71 -3.71
C 13.11 31.54 -4.33
H 12.51 36.51 -1.92
H 14.21 35.85 -2.06
H 13.30 35.27 -0.86
H 12.27 31.38 -5.00
H 13.28 30.77 -3.58
H 13.99 31.73 -4.95
C 8.61 31.03 -7.06
O 9.30 31.13 -8.26
C 8.79 31.77 -9.32
O 7.61 32.07 -9.45
O 9.77 31.78 -10.18
C 9.53 31.71 -11.57
H 7.86 31.82 -7.04
H 9.32 31.40 -6.32
H 8.31 30.01 -6.83
H 9.25 32.64 -12.07
H 8.86 30.91 -11.88
H 10.43 31.41 -12.12
C 5.17 33.25 -0.17
O 6.16 32.27 0.05
C 6.02 31.09 -0.55
O 5.10 30.75 -1.34
O 7.04 30.28 -0.19
C 7.08 28.94 -0.68
H 4.15 32.89 -0.10
H 5.44 33.64 -1.15
H 5.32 34.06 0.55
H 6.29 28.37 -0.18
H 8.08 28.53 -0.53
H 6.84 28.90 -1.74
C 9.49 25.50 -4.70
O 8.62 25.19 -5.78
C 7.69 26.01 -6.27
O 7.24 27.00 -5.77
O 7.27 25.63 -7.47
C 7.84 24.54 -8.24
H 9.11 26.41 -4.23
H 10.48 25.81 -5.03
H 9.53 24.70 -3.96
H 7.41 24.31 -9.22
H 8.06 23.63 -7.69
H 8.88 24.85 -8.36
C 10.24 30.42 1.83
O 9.86 31.75 1.60
C 9.74 32.11 0.32
O 10.13 31.45 -0.64
O 9.29 33.35 0.22
C 9.09 33.97 -1.07
H 10.72 30.31 2.81
H 10.88 29.92 1.10
H 9.31 29.85 1.85
H 8.56 33.22 -1.65
H 10.02 34.27 -1.54
H 8.47 34.86 -0.99
C 9.36 25.44 1.88
O 9.69 26.34 0.84
C 10.91 26.66 0.50
O 11.89 26.12 0.96
O 10.86 27.74 -0.30
C 12.00 28.41 -0.79
H 8.35 25.61 2.26
H 10.01 25.46 2.76
H 9.34 24.38 1.62
H 11.87 28.61 -1.85
H 12.90 27.82 -0.59
H 12.17 29.36 -0.28
C 16.91 29.09 -6.23
O 16.27 30.05 -7.03
C 14.97 30.05 -7.08
O 14.16 29.60 -6.24
O 14.64 30.83 -8.08
C 13.27 31.15 -8.27
H 16.92 29.37 -5.17
H 17.92 28.97 -6.63
H 16.38 28.14 -6.23
H 13.14 31.68 -9.21
H 12.78 31.69 -7.46
H 12.75 30.20 -8.42
C 13.43 23.59 -10.59
O 14.01 23.84 -9.33
C 13.15 24.30 -8.27
O 11.96 24.63 -8.32
O 13.80 24.22 -7.15
C 13.12 24.40 -5.87
H 12.54 24.19 -10.79
H 13.17 22.54 -10.71
H 14.17 23.86 -11.33
H 12.33 23.65 -5.78
H 12.70 25.36 -5.58
H 13.75 24.17 -5.01
```